Computed, not measured: C48H67FeN2O4 as an isolated structure at a distorted geometry, with the ωB97M-V functional and the def2-TZVPD basis.

Positions of all 122 atoms, in Å:
Fe -0.92561 1.77788 -1.64462
O 1.02423 2.21525 -1.99655
O -1.31307 -0.14972 -2.94287
O -0.37406 3.30875 0.15718
O -1.08764 0.39112 -0.25259
N -6.41609 4.42973 -2.99833
N -2.88050 3.57874 -1.88560
C 1.55103 -0.07250 -3.58697
C -6.46166 -0.47199 2.65638
C 6.99620 0.46401 -1.06214
C -2.62057 -1.41156 0.10213
C 1.58276 1.76295 3.51055
C 4.16446 1.32553 -0.47605
C 0.87682 -6.10474 -1.92564
C -3.68154 -1.86473 0.86753
C 1.64292 -4.94421 -2.56033
C -6.08101 -2.85215 2.07750
C -1.97819 -0.19143 0.47198
C -0.23925 4.72473 0.12283
C -5.10433 -1.92392 4.17684
C -0.47433 -1.21962 -2.55311
C 2.81014 2.95125 5.28429
C 3.67971 -0.19715 -2.25876
C 3.05854 -4.90045 -1.96778
C -5.08229 4.69560 -2.38145
C 0.83525 -1.27721 -3.03254
C 1.50254 -2.48601 -2.96084
C -2.43175 0.46415 1.66400
C 5.75513 -1.06472 0.51594
C -4.17664 -1.19425 1.98095
C -2.37506 -2.18362 -1.18617
C 2.31964 2.26711 2.44198
C -2.10568 -0.47027 -4.08216
C 2.11330 1.58441 -1.75129
C 2.48960 0.44010 -2.52107
C 1.71970 -5.19888 -4.07704
C 4.53749 0.20428 -1.23224
C 1.72464 2.71706 1.27426
C 2.59051 3.19847 0.13203
C 0.22315 1.55144 3.31266
C 1.30453 1.09064 5.93125
C -3.50054 -0.03599 2.37151
C 0.94328 -3.60954 -2.36618
C -0.26281 -3.44449 -1.69215
C 2.27172 1.57502 4.85108
C 3.00397 2.01828 -0.71576
C -5.43752 -1.61826 2.71018
C 0.32985 2.67192 1.19344
C -0.41385 1.99370 2.16188
C 3.42363 0.56680 4.74808
C 6.08777 -1.70049 -1.86383
C -4.23335 3.40179 -2.36766
C 5.82673 -0.52315 -0.92206
C -1.90508 1.84222 1.99974
C -0.99248 -2.26236 -1.78455
H 2.16224 -6.17385 -4.26075
H -0.38248 1.08343 4.07070
H -6.97775 5.28901 -3.06675
H -0.13273 -6.15987 -2.32544
H -3.15142 -0.24862 -3.85691
H -2.37897 4.28138 -2.42037
H -5.23249 5.07319 -1.36680
H -4.71856 2.65313 -1.73691
H 2.12367 -0.35739 -4.46897
H -5.99837 -2.25755 4.69897
H -7.37049 -0.77703 3.16786
H 3.57941 3.31894 4.61079
H -4.17752 3.00836 -3.38710
H 5.31671 -2.45991 -1.76362
H 6.14511 -1.36791 -2.89706
H 2.46732 -2.56803 -3.43376
H -6.99372 -3.10111 2.61004
H 0.93029 0.09776 5.69865
H -4.35543 -2.70906 4.23845
H 2.00219 3.68081 5.30757
H 6.66992 -1.60335 0.75178
H -4.57521 5.46795 -2.96418
H -5.41904 -3.71018 2.13202
H -2.71992 -3.20544 -1.01452
H -3.84826 0.51149 3.23529
H 0.83627 0.70825 -3.84885
H -6.71342 -0.22762 1.62578
H 3.01948 -4.64743 -0.91114
H -6.33888 -2.66726 1.03787
H 3.95245 -1.03482 -2.87682
H 0.00338 5.03385 -0.89737
H -4.72140 -1.04345 4.68661
H 3.53696 -5.87162 -2.06766
H -2.39048 2.16779 2.92103
H 6.92795 1.28112 -0.34919
H -0.68214 -4.26088 -1.12379
H -2.01143 -1.52293 -4.34233
H 1.82092 1.04039 6.88545
H 1.38074 -7.04015 -2.15511
H 0.72243 -5.18240 -4.51302
H -1.18588 5.18267 0.43370
H 2.32052 -4.45153 -4.58894
H 3.47882 3.68682 0.53382
H 3.23830 2.88205 6.28112
H 3.39188 2.35248 2.53891
H -6.30030 4.04992 -3.94957
H -1.78220 0.12462 -4.94052
H 3.04666 -0.40177 4.42908
H 0.46954 1.77779 6.04042
H -3.05258 -1.75104 -1.93289
H -2.86631 3.85324 -0.90868
H -6.94894 3.74661 -2.44016
H 0.53925 5.07334 0.79879
H 7.93684 -0.05461 -0.89657
H 3.68298 -4.17069 -2.47604
H 4.91610 -1.75098 0.61681
H -4.16779 -2.76879 0.53706
H 0.83480 -6.00189 -0.84454
H 2.05209 3.89674 -0.50760
H 4.18745 0.88692 4.04529
H 4.80995 1.65997 0.32318
H 3.89108 0.45044 5.72270
H 7.03993 -2.15936 -1.61214
H -6.09247 0.42807 3.13924
H -2.22056 2.50274 1.18137
H 7.00835 0.88468 -2.06588
H 5.63084 -0.26695 1.24375

Results
Maximum force   0.0696 hartree/bohr
Kohn-Sham gap (spin up / spin down)   5.3 / 4.3 eV
Net charge   +2
2S+1   6
Calculated total energy   -96407.681 eV

Löwdin population analysis, charges in e, atoms 1 to 8: 1.02 -0.06 -0.21 -0.22 -0.13 0.20 0.02 -0.05

Computed, not measured: an isolated molecule of CH3NS at a distorted geometry, with the ωB97M-V functional and the def2-TZVPD basis.

Positions of all 6 atoms, in Å:
S 0.87685 -0.28587 -1.24132
N -0.20703 0.35540 -0.25774
C -0.43944 -0.11048 0.88254
H 0.00907 -1.03805 1.32522
H 0.95482 0.66643 -2.20527
H -1.19426 0.41258 1.49657

Results
Maximum force   0.0560 hartree/bohr
Kohn-Sham gap   10.0 eV
Net charge   0
2S+1   1
Calculated total energy   -13409.564 eV
SMILES   C=NS

Partial atomic charges computed with the natural (NBO) method, in multiples of e: 0.24 -0.59 -0.08 0.15 0.11 0.18

Computed, not measured: a 2-piece molecular cluster, C20H35IN2O5S overall at a distorted geometry, with the ωB97M-V functional and the def2-TZVPD basis.

Positions of all 64 atoms, in Å:
I 1.28196 2.76109 -3.33812
S -3.53877 -0.68945 0.22829
O -0.01111 -1.54357 1.18688
O 1.92513 0.82057 -7.35631
O -0.88965 0.76906 0.90845
O -0.29287 4.24324 -0.58704
O -1.91301 3.62677 1.07359
N -1.44656 -1.75604 5.42743
N 1.98450 0.43362 3.26248
C 1.00505 -3.80283 0.84811
C 2.97844 0.95051 -1.50963
C 1.43748 1.59961 -1.43654
C 0.39621 0.34429 -1.35762
C -4.93042 -2.40848 2.01002
C -0.73815 -0.21433 3.16896
C -1.22138 3.32224 -0.22315
C -0.97627 0.58016 -0.52003
C 1.24855 -2.24450 1.41042
C -0.04491 -0.16623 1.64391
C -1.87419 -0.41728 5.91851
C -1.87146 1.03230 5.23722
C -1.27105 1.21708 3.73756
C -3.52590 -2.34683 1.10539
C 4.11593 0.88931 -6.36865
C -0.90261 -1.53447 4.05945
C -1.63924 2.00465 -1.10860
C -2.09717 -0.56376 -1.01065
C 3.24775 1.30394 -7.53855
C 1.39765 0.57753 1.87697
H 3.63810 0.88725 -8.47171
H -2.81210 1.85969 -0.93347
H -0.51869 -2.53993 3.53821
H 0.07749 0.10067 -2.48221
H -1.51060 2.11929 -2.26539
H 2.22863 0.32686 1.09455
H 2.16173 -1.84811 0.75116
H -2.61809 -2.35822 1.87598
H 3.50148 1.16484 -0.48505
H -2.88612 3.58569 0.82930
H -2.30009 -0.44578 7.03613
H 1.18276 1.74562 1.74334
H -1.50801 -1.57349 -1.05969
H -0.10864 -3.86944 0.43970
H -1.23634 2.25649 3.20220
H -3.48641 -3.28273 0.37489
H 2.98658 -0.16958 -1.84781
H 5.14037 1.25045 -6.49595
H 1.09815 -4.58772 1.71477
H 4.13479 -0.20106 -6.27107
H -5.37403 -3.50377 2.00724
H 1.44908 2.30110 -0.48788
H 1.54712 -2.39283 2.54807
H 1.58450 1.20311 -6.52948
H 1.75055 -4.04064 -0.05185
H -5.68710 -1.63714 1.50553
H -2.43871 -0.23152 -2.08170
H 1.02264 -0.61327 -1.01809
H 1.58763 1.10961 3.95089
H -2.30019 1.96593 5.81487
H 3.60656 1.54029 -2.33699
H -4.67094 -2.04154 3.09705
H 3.71622 1.28620 -5.42976
H 1.99450 -0.54799 3.61037
H 3.21328 2.39348 -7.63496

Results
Maximum force   0.1769 hartree/bohr
Kohn-Sham gap   8.5 eV
Net charge   0
2S+1   1
Calculated total energy   -53447.670 eV
SMILES   CCO[C@@](CN)(O[C@@](CSCC)(CC(=O)O)C[C@@H](C)I)c1cccnc1.CCO

natural (NBO) population analysis, charges in e, atoms 1 to 8: 0.07 0.15 -0.59 -0.72 -0.59 -0.56 -0.72 -0.41